This record from the Open Molecules 2025 dataset describes C27H27OPPt as an isolated structure. The level of theory is ωB97M-V with the def2-TZVPD basis set.

Values from the calculation:
expectation value of S²: 2.018
E: -43014.6698 eV
HOMO (spin up / spin down): -5.5 / -7.1 eV

```
! RIJCOSX wB97M-V def2-TZVPD def2/J DEFGRID3
* xyz 0 3
C -2.02 -2.37 -2.08
C 0.16 -3.18 0.10
C -0.65 -1.75 -2.21
H -2.52 -2.55 -3.05
C 1.39 -2.71 -0.47
H 0.15 -3.30 1.20
H -0.74 -0.79 -2.75
H 2.25 -2.63 0.23
C 0.47 -2.57 -2.85
H 0.87 -1.92 -3.63
H 0.10 -3.48 -3.36
C -2.09 -3.60 -1.14
H -2.68 -4.41 -1.60
H -2.63 -3.29 -0.24
C -0.75 -4.16 -0.65
H -0.20 -4.66 -1.47
H -1.00 -4.94 0.09
C 1.68 -2.91 -1.93
H 2.07 -3.93 -2.11
H 2.49 -2.22 -2.20
Pt 0.00 -1.00 -0.26
H -2.64 -1.59 -1.57
O -2.69 -0.99 0.87
C -1.94 -0.37 0.13
C -2.27 0.92 -0.51
C -3.57 1.28 -0.88
C -3.77 2.48 -1.56
C -2.72 3.37 -1.81
C -1.43 3.04 -1.39
C -1.20 1.82 -0.75
P 0.47 1.34 -0.29
C 0.65 2.68 0.98
C 1.72 3.59 0.87
C 1.70 4.79 1.60
C 0.64 5.05 2.47
C -0.35 4.08 2.69
C -0.35 2.90 1.94
C 1.63 -0.14 1.03
C 1.30 -0.13 2.40
C 2.25 -0.55 3.34
C 3.57 -0.81 2.94
C 3.96 -0.57 1.61
C 3.01 -0.14 0.67
H -4.39 0.59 -0.66
H -4.77 2.75 -1.88
H -2.88 4.32 -2.32
H -0.58 3.70 -1.51
H 2.55 3.34 0.21
H 2.52 5.50 1.49
H 0.59 6.01 3.01
H -1.13 4.24 3.44
H -1.12 2.15 2.10
H 0.29 0.14 2.69
H 1.96 -0.66 4.38
H 4.30 -1.21 3.66
H 5.00 -0.71 1.32
H 3.31 0.14 -0.34
*
```

This record from the Open Molecules 2025 dataset describes a 2-piece molecular cluster, C4H2F2 overall. The level of theory is ωB97M-V with the def2-TZVPD basis set.

Values from the calculation:
E: -9607.1215 eV
HOMO (spin up / spin down): -8.5 / -8.2 eV

```
! RIJCOSX wB97M-V def2-TZVPD def2/J DEFGRID3
* xyz 0 1
C 1.97 0.00 -0.61
C 1.22 0.04 0.41
C 0.21 0.09 1.21
C -1.75 0.38 -0.28
F -2.74 -0.40 0.00
F -1.10 -0.13 -1.30
H 2.20 0.04 -1.65
H -0.01 -0.02 2.22
*
```

This record from the Open Molecules 2025 dataset describes a 2-piece molecular cluster, C2H6N3O2 overall. The level of theory is ωB97M-V with the def2-TZVPD basis set.

Values from the calculation:
expectation value of S²: 2.006
E: -10720.2846 eV
HOMO (spin up / spin down): -10.9 / -14.9 eV

```
! RIJCOSX wB97M-V def2-TZVPD def2/J DEFGRID3
* xyz 1 3
C 0.45 1.11 0.79
C -1.08 -0.40 1.72
N 0.55 -1.14 -1.93
N 0.38 -0.05 -1.35
N 0.87 1.97 0.18
O 0.59 -1.44 -3.09
O 0.16 0.09 1.34
H -1.59 0.10 2.52
H -0.88 -1.46 2.06
H -1.77 -0.38 0.84
H 0.27 0.71 -1.93
H 0.54 -1.77 -1.08
H 1.50 2.66 -0.07
*
```

This record from the Open Molecules 2025 dataset describes C5H13AsBrO2 as an isolated structure. The level of theory is ωB97M-V with the def2-TZVPD basis set.

Values from the calculation:
E: -140370.3412 eV
HOMO: -3.8 eV

```
! RIJCOSX wB97M-V def2-TZVPD def2/J DEFGRID3
* xyz -1 1
C -1.60 -2.58 1.06
C -0.94 -1.39 1.66
O 0.08 -1.49 2.22
O -1.62 -0.26 1.53
C -0.84 0.91 1.20
C -0.73 1.08 -0.29
C 0.29 0.18 -0.98
As 2.04 1.04 -1.54
Br 2.10 2.57 0.44
H -0.88 -3.03 0.39
H -2.48 -2.32 0.48
H -1.83 -3.30 1.83
H -1.39 1.76 1.57
H 0.11 0.93 1.70
H -1.71 0.81 -0.67
H -0.60 2.11 -0.56
H 0.53 -0.71 -0.41
H -0.16 -0.16 -1.90
H 1.25 2.14 -2.34
H 3.41 1.66 -1.96
H 2.83 -0.01 -0.66
H 2.12 0.06 -2.77
*
```

This record from the Open Molecules 2025 dataset describes C24H26CoN2O3P2S3 as an isolated structure. The level of theory is ωB97M-V with the def2-TZVPD basis set.

Values from the calculation:
expectation value of S²: 0.773
E: -123146.2632 eV
HOMO (spin up / spin down): -7.5 / -7.5 eV

```
! RIJCOSX wB97M-V def2-TZVPD def2/J DEFGRID3
* xyz 0 2
Co -0.91 -0.81 0.71
C -2.40 -5.02 -1.45
C -2.61 -3.93 -2.47
O -3.45 -2.87 -1.98
P -2.93 -1.71 -1.01
S -1.14 -1.04 -1.58
S -2.80 -2.21 0.92
O -4.08 -0.66 -1.13
C -4.16 0.27 -2.24
C -3.74 1.65 -1.78
H -1.85 -5.84 -1.91
H -3.36 -5.40 -1.08
H -1.83 -4.66 -0.60
H -3.15 -4.31 -3.34
H -1.67 -3.50 -2.80
H -5.20 0.26 -2.57
H -3.54 -0.08 -3.07
H -4.34 1.97 -0.94
H -3.86 2.36 -2.60
H -2.69 1.64 -1.47
O -0.50 -2.50 3.01
N -0.27 -1.22 2.55
C 0.32 -0.50 3.41
C 0.78 0.88 3.20
C 0.92 1.66 4.34
C 1.35 2.98 4.24
C 1.66 3.51 3.01
C 1.54 2.73 1.86
C 1.11 1.41 1.94
P 0.93 0.36 0.47
C 2.45 -0.62 0.43
C 2.39 -1.92 -0.06
C 3.54 -2.70 -0.13
C 4.75 -2.18 0.30
C 4.82 -0.88 0.80
C 3.67 -0.10 0.86
C 1.02 1.46 -0.97
C 0.12 2.52 -1.09
C 0.12 3.30 -2.23
C 1.01 3.03 -3.26
C 1.91 1.99 -3.15
C 1.92 1.20 -2.00
H -1.10 -2.89 2.36
H 0.49 -0.94 4.39
H 0.68 1.24 5.30
H 1.42 3.58 5.14
H 1.98 4.54 2.92
H 1.79 3.15 0.90
H 1.44 -2.33 -0.39
H 3.48 -3.71 -0.51
H 5.64 -2.79 0.26
H 5.76 -0.48 1.14
H 3.73 0.91 1.25
H -0.59 2.73 -0.30
H -0.58 4.12 -2.32
H 1.01 3.64 -4.16
H 2.61 1.77 -3.94
H 2.63 0.39 -1.92
S -2.34 3.57 2.00
C -2.04 2.04 1.53
N -1.83 0.94 1.18
*
```

This record from the Open Molecules 2025 dataset describes C29H23CuN3O4S2Te as an isolated structure. The level of theory is ωB97M-V with the def2-TZVPD basis set.

Values from the calculation:
expectation value of S²: 0.755
E: -116698.9227 eV
HOMO (spin up / spin down): -12.9 / -12.9 eV

```
! RIJCOSX wB97M-V def2-TZVPD def2/J DEFGRID3
* xyz 2 2
Cu 0.03 0.86 0.39
O 0.44 3.58 -2.95
C 0.41 2.81 -1.88
O -0.50 2.09 -1.56
C 1.67 2.92 -1.06
C 2.72 3.76 -1.40
C 3.83 3.79 -0.57
C 3.84 2.99 0.57
C 2.75 2.18 0.84
N 1.68 2.16 0.03
C 2.62 1.26 2.03
O 3.61 1.17 2.89
O 1.63 0.59 2.17
H -0.39 3.47 -3.46
H 2.67 4.36 -2.30
H 4.67 4.43 -0.80
H 4.70 3.02 1.22
H 4.38 1.73 2.69
S -5.38 0.12 2.44
C -7.08 -0.07 2.37
C -7.45 -0.88 1.34
C -6.34 -1.35 0.59
C -5.14 -0.88 1.06
C -3.80 -1.16 0.55
C -2.79 -0.20 0.68
N -1.55 -0.38 0.27
C -1.24 -1.55 -0.34
C -2.17 -2.57 -0.54
C -1.75 -3.78 -1.19
C -0.48 -3.94 -1.61
C 0.50 -2.90 -1.41
C 1.84 -3.00 -1.83
C 2.72 -1.96 -1.60
C 2.21 -0.81 -0.97
N 0.95 -0.69 -0.58
C 0.11 -1.72 -0.79
C 4.12 -2.02 -1.99
C 4.91 -3.14 -2.12
C 6.24 -2.84 -2.51
C 6.44 -1.50 -2.67
S 5.03 -0.60 -2.35
C -3.47 -2.35 -0.07
H -7.71 0.42 3.10
H -8.48 -1.13 1.12
H -6.43 -1.98 -0.28
H -3.01 0.76 1.12
H -2.48 -4.57 -1.34
H -0.17 -4.86 -2.09
H 2.17 -3.90 -2.34
H 2.87 0.02 -0.77
H 4.56 -4.14 -1.92
H 7.00 -3.58 -2.66
H 7.35 -1.00 -2.97
H -4.22 -3.14 -0.17
C -2.77 3.33 1.92
Te -0.83 2.54 2.29
C -1.38 1.12 3.77
H -3.52 2.57 2.09
H -2.82 3.68 0.89
H -2.92 4.16 2.60
H -1.69 1.65 4.66
H -0.50 0.51 3.98
H -2.19 0.50 3.39
*
```

This record from the Open Molecules 2025 dataset describes Cu2F12H2O2P2 as an isolated structure. The level of theory is ωB97M-V with the def2-TZVPD basis set.

Values from the calculation:
E: -144608.3585 eV
HOMO: -1.7 eV

```
! RIJCOSX wB97M-V def2-TZVPD def2/J DEFGRID3
* xyz -2 1
Cu -0.48 1.03 3.42
Cu -0.05 0.40 0.78
O -1.84 0.24 2.17
H -2.16 0.87 1.52
O 1.14 1.68 2.04
H 1.25 2.22 1.25
P 1.34 -2.85 0.52
F 0.09 -1.92 1.05
F 0.30 -4.06 0.23
F 1.14 -2.28 -0.97
F 2.59 -3.78 0.02
F 2.38 -1.65 0.86
F 1.54 -3.42 2.04
P -1.03 1.93 -2.14
F -2.33 1.52 -3.02
F -1.63 1.05 -0.89
F -0.25 0.64 -2.67
F 0.24 2.34 -1.23
F -0.43 2.79 -3.38
F -1.83 3.23 -1.61
*
```

This record from the Open Molecules 2025 dataset describes one molecule with the formula CH7PSi. The level of theory is ωB97M-V with the def2-TZVPD basis set.

Values from the calculation:
E: -18316.2162 eV
HOMO: -9.2 eV

```
! RIJCOSX wB97M-V def2-TZVPD def2/J DEFGRID3
* xyz 0 1
C -1.40 -0.67 -0.42
Si -0.09 0.66 -0.08
P 2.20 -0.25 0.01
H -1.22 -1.57 0.15
H -2.39 -0.29 -0.16
H -1.42 -0.94 -1.47
H -0.09 1.72 -1.09
H -0.32 1.23 1.25
H 2.02 -0.82 1.26
H 2.72 0.92 0.55
*
```

This record from the Open Molecules 2025 dataset describes a 2-piece molecular cluster, C2H2BrFO overall. The level of theory is ωB97M-V with the def2-TZVPD basis set.

Values from the calculation:
E: -76910.7012 eV
HOMO: -9.9 eV

```
! RIJCOSX wB97M-V def2-TZVPD def2/J DEFGRID3
* xyz 0 1
C -0.16 -0.42 0.88
C 0.21 0.70 -0.08
O 0.61 -1.02 1.60
F -0.75 1.42 -0.56
Br 0.18 -1.24 -2.18
H -1.25 -0.33 0.88
H 1.16 0.89 -0.54
*
```

This record from the Open Molecules 2025 dataset describes a 2-piece molecular cluster, C4H14N2O overall. The level of theory is ωB97M-V with the def2-TZVPD basis set.

Values from the calculation:
expectation value of S²: 0.750
E: -9400.7444 eV
HOMO (spin up / spin down): 1.1 / -5.4 eV

```
! RIJCOSX wB97M-V def2-TZVPD def2/J DEFGRID3
* xyz -1 2
N 1.62 -1.53 -0.59
C 0.68 -1.86 0.48
C -0.70 -1.17 0.33
N -0.63 0.23 -0.02
C -1.98 0.74 -0.16
C 0.08 1.02 0.98
H 1.11 -1.34 -1.44
H 2.16 -0.69 -0.43
H 0.50 -2.93 0.48
H 1.11 -1.44 1.38
H -1.27 -1.64 -0.49
H -1.24 -1.34 1.26
H -2.02 1.83 -0.15
H -2.64 0.49 0.69
H -2.38 0.42 -1.12
H 0.32 2.03 0.63
H -0.67 1.31 1.75
H 0.98 0.56 1.33
H 1.27 1.44 -1.02
H 2.21 2.25 -1.93
O 1.48 1.61 -1.95
*
```

This record from the Open Molecules 2025 dataset describes C35H44HfN10O4S2 as an isolated structure. The level of theory is ωB97M-V with the def2-TZVPD basis set.

Values from the calculation:
E: -83066.5823 eV
HOMO: -11.9 eV

```
! RIJCOSX wB97M-V def2-TZVPD def2/J DEFGRID3
* xyz 2 1
Hf 1.15 -1.77 0.81
C -0.53 6.16 -5.02
O -0.54 6.76 -3.74
C -1.23 6.15 -2.75
C -1.29 6.84 -1.54
C -1.99 6.32 -0.47
C -2.58 5.06 -0.59
C -2.53 4.37 -1.79
C -1.87 4.92 -2.88
N -3.36 4.57 0.51
N -3.09 3.49 1.06
C -1.91 2.74 0.74
C -0.65 3.25 0.81
C 0.50 2.43 0.70
C 0.36 1.09 0.49
O 1.35 0.19 0.39
C -0.94 0.53 0.47
N -0.98 -0.83 0.42
C -2.17 -1.42 0.42
C -3.37 -0.70 0.48
C -3.33 0.67 0.59
C -2.09 1.33 0.59
H 0.05 6.82 -5.66
H -1.54 6.06 -5.42
H -0.04 5.18 -4.99
H -0.81 7.81 -1.47
H -2.08 6.87 0.45
H -3.04 3.42 -1.89
H -1.88 4.40 -3.83
H -0.51 4.31 0.97
H 1.49 2.87 0.76
H -2.17 -2.50 0.39
H -4.31 -1.23 0.48
H -4.24 1.25 0.68
C 0.53 -2.26 -2.32
N -0.31 -3.41 -2.09
C -0.63 -4.24 -3.25
C -1.36 -5.41 -2.62
N -0.96 -5.33 -1.21
C -1.64 -6.24 -0.29
C -0.35 -4.15 -0.95
N 0.16 -3.72 0.20
C 0.13 -4.61 1.38
C 0.95 -3.96 2.49
N 0.49 -2.59 2.72
C -0.21 -2.19 3.78
N -0.32 -0.88 4.07
C 0.63 0.15 3.69
C -1.09 -0.67 5.30
C -1.52 -2.09 5.69
N -0.91 -2.93 4.66
C -1.17 -4.35 4.70
H 0.23 -1.82 -3.28
H 1.59 -2.50 -2.36
H 0.34 -1.46 -1.60
H 0.29 -4.55 -3.75
H -1.24 -3.69 -3.96
H -1.07 -6.37 -3.04
H -2.45 -5.31 -2.70
H -2.39 -6.78 -0.87
H -2.16 -5.72 0.50
H -0.96 -6.98 0.13
H 0.52 -5.60 1.15
H -0.89 -4.71 1.75
H 2.00 -3.91 2.18
H 0.97 -4.57 3.39
H 1.42 -0.26 3.06
H 1.12 0.53 4.59
H 0.13 0.97 3.19
H -1.94 -0.01 5.12
H -0.45 -0.22 6.05
H -2.60 -2.22 5.66
H -1.17 -2.38 6.68
H -2.12 -4.51 5.21
H -0.40 -4.89 5.26
H -1.26 -4.78 3.71
O 2.79 -2.30 -0.47
S 3.87 -1.97 0.62
N 3.13 -1.61 1.85
C 5.57 0.60 -2.68
S 4.03 0.24 -1.84
O 4.46 -0.06 -0.41
C 3.30 1.86 -1.84
C 3.90 2.92 -1.17
C 3.31 4.17 -1.22
C 2.12 4.35 -1.93
C 1.53 3.29 -2.58
C 2.12 2.03 -2.54
H 6.12 1.36 -2.14
H 5.33 0.93 -3.69
H 6.13 -0.33 -2.72
H 4.82 2.76 -0.61
H 3.77 5.01 -0.71
H 1.66 5.33 -1.96
H 0.60 3.43 -3.12
H 1.66 1.19 -3.05
*
```

This record from the Open Molecules 2025 dataset describes C22H27CsFN5O5S as an isolated structure. The level of theory is ωB97M-V with the def2-TZVPD basis set.

Values from the calculation:
E: -55041.7682 eV
HOMO: -7.1 eV

```
! RIJCOSX wB97M-V def2-TZVPD def2/J DEFGRID3
* xyz 0 1
Cs -1.83 -1.27 4.33
C -2.01 1.27 -2.43
C -2.00 2.53 -1.59
N -1.65 2.29 -0.20
C -2.61 1.84 0.65
C -2.45 1.52 1.95
C -3.67 0.88 2.65
O -3.71 0.97 3.88
O -4.46 0.30 1.86
C -1.15 1.74 2.57
O -0.84 1.57 3.74
C -0.08 2.04 1.58
C 1.24 1.93 2.03
C 2.25 1.92 1.13
F 3.53 1.70 1.53
C 2.01 2.02 -0.24
C 0.73 2.25 -0.69
C -0.34 2.25 0.23
N 3.00 1.61 -1.19
C 3.17 0.15 -1.10
C 4.19 -0.27 -2.17
N 4.24 0.84 -3.18
C 4.88 2.08 -2.60
C 4.29 2.28 -1.19
H -2.17 1.51 -3.49
H -2.83 0.62 -2.12
H -1.09 0.70 -2.31
H -2.98 3.01 -1.59
H -1.30 3.28 -1.99
H -3.59 1.70 0.21
H 1.41 1.77 3.09
H 0.56 2.26 -1.75
H 2.20 -0.32 -1.26
H 3.54 -0.17 -0.12
H 3.91 -1.19 -2.68
H 5.20 -0.37 -1.78
H 3.27 1.09 -3.39
H 4.71 0.56 -4.04
H 4.63 2.90 -3.27
H 5.95 1.92 -2.60
H 4.16 3.34 -1.00
H 4.97 1.88 -0.43
O 0.13 -0.56 -0.36
C -0.40 -1.31 0.45
O 0.23 -1.67 1.55
C -1.79 -1.86 0.19
N -2.65 -2.05 1.36
C -3.33 -3.36 1.26
C -3.06 -3.85 -0.16
C -1.68 -3.26 -0.44
H -2.24 -1.17 -0.54
H -3.33 -1.29 1.42
H -0.10 -2.55 1.95
H -4.39 -3.25 1.48
H -2.90 -4.05 1.99
H -3.80 -3.43 -0.85
H -3.09 -4.94 -0.24
H -1.42 -3.21 -1.50
H -0.92 -3.85 0.08
S -1.48 -4.95 5.02
C -0.76 -4.39 3.66
N -0.30 -3.93 2.68
*
```